Run one
ORCA calculation (wB97M-V/def2-TZVPD) on one molecule with the formula C4H9N.

## Properties
2S+1: 1
Orbital gap (eV): 8.839
HOMO energy (Eh): -0.282
SMILES: C=CNCC

Positions of all 14 atoms, in Å:
C  1.03213  -2.00991  1.32169
C  0.11230  -1.08697  1.03653
N  -0.18217  -0.53046  -0.17474
C  -0.89213  0.73905  -0.33310
C  -0.07485  1.71194  -1.23403
H  1.00696  -2.44647  2.31629
H  1.78087  -2.49302  0.71122
H  -0.53021  -0.70193  1.82423
H  0.21453  -0.93470  -1.00908
H  -1.82128  0.56847  -0.86036
H  -0.95921  1.17163  0.65730
H  1.00473  1.60270  -1.17169
H  -0.44875  1.69050  -2.25014
H  -0.24293  2.71917  -0.83413


Run two
ORCA calculation (wB97M-V/def2-TZVPD) on one molecule with the formula C4H9N.

## Properties
2S+1: 1
Orbital gap (eV): 10.629
HOMO energy (Eh): -0.346
SMILES: CCN1CC1

Positions of all 14 atoms, in Å:
C  0.38506  -0.60017  1.61517
C  0.62626  0.28586  0.42074
N  0.46809  -0.32163  -0.78668
C  -1.02717  -0.52295  -0.91359
C  -0.39006  0.59231  -1.78137
H  0.68735  0.13019  2.35624
H  -0.44938  -1.12862  1.83091
H  1.50100  -1.19022  1.60746
H  0.06941  1.33711  0.65300
H  1.68424  0.49144  0.59766
H  -1.42716  -1.30025  -1.39206
H  -1.58005  -0.04374  0.01220
H  -0.59566  1.66572  -1.38366
H  0.04808  0.60496  -2.83603


Unit: kcal/mol. Relative energies: run one 0.0; run two 64.1.


Run one
ORCA calculation (wB97M-V/def2-TZVPD) on one molecule with the formula C4H9N.

## Properties
2S+1: 1
Orbital gap (eV): 10.298
HOMO energy (Eh): -0.332
SMILES: C[C@H]1CN1C

Positions of all 14 atoms, in Å:
C  -1.91862  0.48914  -0.39786
C  -0.47324  0.38270  0.12587
C  -0.04695  -0.91242  0.72875
N  0.55760  -0.45695  -0.50673
C  1.92566  0.02839  -0.26232
H  -2.77291  0.37650  0.33467
H  -2.06647  1.44944  -0.92276
H  -1.98754  -0.33003  -1.11815
H  -0.00995  1.30747  0.44389
H  -0.71330  -1.75443  0.54744
H  0.54980  -0.96002  1.63929
H  2.11221  0.53093  0.71632
H  2.56652  -0.85576  -0.28005
H  2.27718  0.70503  -1.04835


Run two
ORCA calculation (wB97M-V/def2-TZVPD) on a 2-piece molecular cluster, C4H9N overall.

## Properties
2S+1: 1
Orbital gap (eV): 9.068
HOMO energy (Eh): -0.300
SMILES: C=CN.C=C

Positions of all 14 atoms, in Å:
C  2.78188  0.71593  -2.53005
C  3.27589  1.54129  -1.57956
N  4.59570  1.37017  -1.01276
H  2.41737  1.04536  -3.49214
H  2.57762  -0.34704  -2.41519
H  2.81417  2.51480  -1.42775
H  4.88718  2.30706  -0.75546
H  4.62293  0.80685  -0.16400
C  -5.43691  -2.38889  2.85818
C  -5.28305  -1.30928  2.09780
H  -4.67714  -3.13424  3.05581
H  -6.30497  -2.44721  3.50502
H  -4.70886  -1.32622  1.17948
H  -6.04187  -0.53682  2.16617


Unit: kcal/mol. Relative energies: run one 0.0; run two 49.5.


Run one
ORCA calculation (wB97M-V/def2-TZVPD) on one molecule with the formula C4H9N.

## Properties
2S+1: 1
Orbital gap (eV): 9.018
HOMO energy (Eh): -0.288
SMILES: C=CNCC

Positions of all 14 atoms, in Å:
C  0.69641  -0.61397  2.21683
C  -0.19456  -0.35427  1.25955
N  -0.00692  -0.55789  -0.09636
C  -0.74480  0.27784  -1.02672
C  0.16166  1.09755  -1.94456
H  0.57679  -0.26712  3.23353
H  1.61902  -1.11296  1.94876
H  -1.15205  0.10449  1.46740
H  0.92816  -0.78081  -0.39424
H  -1.41298  -0.32251  -1.64574
H  -1.32645  1.01679  -0.48233
H  0.83879  1.80190  -1.45447
H  0.78748  0.47390  -2.59417
H  -0.51502  1.68158  -2.57668


Run two
ORCA calculation (wB97M-V/def2-TZVPD) on one molecule with the formula C4H9N.

## Properties
2S+1: 1
Orbital gap (eV): 10.243
HOMO energy (Eh): -0.336
SMILES: C=C(C)CN

Positions of all 14 atoms, in Å:
C  0.80923  -0.20964  -1.33514
C  -0.16390  -0.08599  -0.42797
C  -1.62370  -0.41585  -0.73116
C  0.09522  0.43286  0.95260
N  1.52675  0.54510  1.24310
H  1.83618  0.08725  -1.08861
H  0.63256  -0.58177  -2.34080
H  -2.21628  0.52038  -0.67647
H  -1.75353  -0.85674  -1.74698
H  -2.02393  -1.14466  -0.01012
H  -0.36106  1.42862  1.08755
H  -0.40287  -0.25701  1.66939
H  1.66702  0.91475  2.19068
H  1.97831  -0.37729  1.21393


Run three
ORCA calculation (wB97M-V/def2-TZVPD) on one molecule with the formula C4H9N.

## Properties
2S+1: 1
Orbital gap (eV): 9.979
HOMO energy (Eh): -0.321
SMILES: CNC1CC1

Positions of all 14 atoms, in Å:
C  -1.61912  0.13201  -0.99691
N  -0.19664  0.46177  -1.04568
C  0.38244  0.57315  0.21485
C  1.67020  -0.09448  0.47349
C  0.43147  -0.48068  1.25212
H  -2.19587  1.02513  -0.71605
H  -2.08555  -0.09189  -1.93298
H  -1.73036  -0.75677  -0.25479
H  0.28502  -0.26327  -1.59119
H  0.33014  1.59099  0.61383
H  2.44350  0.41107  1.00588
H  2.03846  -0.80391  -0.23169
H  -0.04199  -1.41608  0.90332
H  0.28830  -0.28704  2.30580


Run four
ORCA calculation (wB97M-V/def2-TZVPD) on C4H9N as an isolated structure.

## Properties
2S+1: 1
Orbital gap (eV): 9.253
HOMO energy (Eh): -0.308

Positions of all 14 atoms, in Å:
C  -0.82954  0.77662  -0.48343
C  0.03172  -0.22664  0.22500
C  1.32276  0.08258  0.54601
N  2.12128  0.88187  -0.40798
C  -0.90281  -1.23169  0.84587
H  -1.22503  0.50865  -1.47199
H  -0.35127  1.62209  -1.04900
H  -1.61013  1.30625  0.05497
H  1.08191  1.24605  -0.07064
H  2.06844  0.49014  -1.35149
H  2.03667  -0.26967  1.28966
H  -2.00285  -1.24686  0.85789
H  -0.61317  -2.18894  1.28922
H  -1.12798  -1.75045  -0.27408


Unit: kcal/mol. Relative energies: run one 5.5; run two 0.0; run three 20.9; run four 112.2.


Run one
ORCA calculation (wB97M-V/def2-TZVPD) on a 4-piece molecular cluster, H8O4 overall.

## Properties
2S+1: 1
Orbital gap (eV): 10.919
HOMO energy (Eh): -0.399
SMILES: O.O.O.O

Positions of all 12 atoms, in Å:
O  -0.45083  -0.85601  2.72229
H  -1.18030  -0.20324  3.00042
H  -0.04298  -0.28733  2.05504
O  1.26758  -1.31408  -2.18938
H  0.97931  -0.45419  -2.62830
H  2.21576  -1.09764  -2.19253
O  0.59348  0.20639  0.07296
H  0.92231  -0.18830  -0.82994
H  1.04785  1.05098  0.51957
O  -1.85876  1.47750  -0.02671
H  -2.40860  0.80411  -0.57431
H  -1.08483  0.86181  0.07089


Run two
ORCA calculation (wB97M-V/def2-TZVPD) on a 4-piece molecular cluster, H8O4 overall.

## Properties
2S+1: 1
Orbital gap (eV): 11.579
HOMO energy (Eh): -0.406
SMILES: O.O.O.O

Positions of all 12 atoms, in Å:
O  -0.63409  -0.17853  -2.56246
H  -1.06006  -0.01635  -3.40417
H  0.18950  -0.61023  -2.78951
O  1.50779  -1.04610  -0.78538
H  0.86095  -0.36986  -0.58407
H  1.96644  -1.19334  0.04178
O  0.19119  1.24682  3.17456
H  -0.29900  0.58851  3.66707
H  -0.07988  1.11763  2.26568
O  -0.55010  0.15334  0.53310
H  -1.29932  -0.43550  0.62345
H  -0.79342  0.74362  -0.18006


Unit: kcal/mol. Relative energies: run one 21.9; run two 0.0.


Run one
ORCA calculation (wB97M-V/def2-TZVPD) on a 4-piece molecular cluster, H8O4 overall.

## Properties
2S+1: 1
Orbital gap (eV): 10.860
HOMO energy (Eh): -0.391
SMILES: O.O.O.O

Positions of all 12 atoms, in Å:
O  -0.30320  -0.53798  0.27235
H  0.15536  -0.99069  0.99816
H  -0.94152  0.03820  0.71056
O  -1.43192  -0.42215  -2.50226
H  -0.94381  -1.15872  -2.88250
H  -1.13356  -0.37623  -1.58218
O  0.93918  -1.53181  2.85652
H  0.71251  -0.79672  3.43937
H  1.89727  -1.62097  2.92997
O  0.34271  2.38316  -1.79438
H  0.47427  3.24631  -1.38571
H  0.23271  1.76761  -1.05991


Run two
ORCA calculation (wB97M-V/def2-TZVPD) on a 4-piece molecular cluster, H8O4 overall.

## Properties
2S+1: 1
Orbital gap (eV): 11.738
HOMO energy (Eh): -0.410
SMILES: O.O.O.O

Positions of all 12 atoms, in Å:
O  0.20192  1.97136  0.92391
H  0.81692  1.55079  0.35011
H  0.44313  2.98996  1.05657
O  -1.73044  -0.22936  -0.22311
H  -1.31526  0.50060  0.14725
H  -2.19117  -0.62386  0.59995
O  1.34681  0.37934  -0.84453
H  0.48275  0.04762  -1.17936
H  1.56362  -0.64735  -0.75835
O  0.26022  -2.03135  0.11104
H  -0.52896  -1.58928  0.06507
H  0.10091  -2.94833  -0.01969


Unit: kcal/mol. Relative energies: run one 0.0; run two 12.0.


Run one
ORCA calculation (wB97M-V/def2-TZVPD) on a 4-piece molecular cluster, H8O4 overall.

## Properties
2S+1: 1
Orbital gap (eV): 10.972
HOMO energy (Eh): -0.394
SMILES: O.O.O.O

Positions of all 12 atoms, in Å:
O  0.17542  -0.88183  0.24525
H  0.45442  -1.02083  1.15525
H  -0.46358  -0.20483  0.36725
O  2.28842  1.50417  0.78425
H  2.01042  2.42017  0.86725
H  1.41242  1.15917  0.92925
O  -0.76758  1.55617  -0.02475
H  -1.73558  1.62617  -0.25475
H  -0.35658  1.76217  -0.80675
O  -1.38158  -2.62783  -1.17075
H  -0.75958  -3.37383  -1.29775
H  -0.87658  -1.91883  -0.79375


Run two
ORCA calculation (wB97M-V/def2-TZVPD) on a 4-piece molecular cluster, H8O4 overall.

## Properties
2S+1: 1
Orbital gap (eV): 11.306
HOMO energy (Eh): -0.403
SMILES: O.O.O.O

Positions of all 12 atoms, in Å:
O  -1.33635  1.06607  1.60431
H  -1.20311  1.81535  1.02375
H  -1.49368  0.32964  1.01343
O  1.36424  -2.45934  1.18083
H  1.00282  -3.04035  1.85018
H  1.55060  -1.64386  1.64612
O  -0.68908  2.03663  -1.99213
H  -0.27646  1.19182  -1.81250
H  -0.41092  2.59825  -1.26864
O  0.42140  -0.24909  -1.10686
H  0.60364  -0.75970  -0.31801
H  0.46691  -0.88543  -1.82047


Unit: kcal/mol. Relative energies: run one 5.7; run two 0.0.


Run one
ORCA calculation (wB97M-V/def2-TZVPD) on a 4-piece molecular cluster, H8O4 overall.

## Properties
2S+1: 1
Orbital gap (eV): 11.426
HOMO energy (Eh): -0.406
SMILES: O.O.O.O

Positions of all 12 atoms, in Å:
O  -1.89575  -0.43425  -1.75025
H  -1.02175  -0.43525  -1.38825
H  -2.22575  -1.21125  -1.21725
O  0.72325  -0.54225  -1.03025
H  1.08925  -0.56525  -0.14925
H  1.37625  -0.42425  -1.68725
O  -1.08475  1.28575  0.94475
H  -0.89675  0.45175  1.37475
H  -1.28175  1.16175  0.01075
O  1.88125  -0.10525  1.48275
H  2.04925  0.77875  1.18975
H  1.28725  0.03975  2.21975


Run two
ORCA calculation (wB97M-V/def2-TZVPD) on a 4-piece molecular cluster, H8O4 overall.

## Properties
2S+1: 1
Orbital gap (eV): 11.001
HOMO energy (Eh): -0.401
SMILES: O.O.O.O

Positions of all 12 atoms, in Å:
O  0.69213  1.98612  -0.52110
H  1.53292  1.49363  -0.46310
H  0.40355  2.01550  0.40415
O  -2.59945  0.06377  1.11071
H  -2.55246  1.00192  1.01342
H  -1.90291  -0.34229  0.55815
O  -0.51294  -0.61842  -0.50069
H  -0.79508  -0.93051  -1.38712
H  -0.08945  0.19436  -0.65390
O  2.06143  -1.83593  0.41485
H  1.18096  -1.82428  0.11248
H  2.58131  -1.20388  -0.08785


Unit: kcal/mol. Relative energies: run one 0.0; run two 1.3.


Run one
ORCA calculation (wB97M-V/def2-TZVPD) on a 4-piece molecular cluster, H8O4 overall.

## Properties
2S+1: 1
Orbital gap (eV): 11.305
HOMO energy (Eh): -0.416
SMILES: O.O.O.O

Positions of all 12 atoms, in Å:
O  1.55467  1.87918  0.44593
H  1.44303  1.11417  1.02149
H  0.75006  1.89296  -0.08454
O  -2.36261  0.60056  -1.14785
H  -3.30692  0.66701  -0.96659
H  -1.96633  0.46334  -0.28002
O  2.46961  -0.76932  -0.97719
H  2.40054  -1.71601  -1.14450
H  1.68314  -0.56477  -0.45891
O  -0.96920  -0.86792  0.98159
H  -0.12586  -1.32619  1.06973
H  -1.57013  -1.37300  1.54085


Run two
ORCA calculation (wB97M-V/def2-TZVPD) on a 4-piece molecular cluster, H8O4 overall.

## Properties
2S+1: 1
Orbital gap (eV): 11.507
HOMO energy (Eh): -0.398
SMILES: O.O.O.O

Positions of all 12 atoms, in Å:
O  0.82044  -0.25662  -0.25794
H  1.03125  0.00563  -1.16417
H  1.30145  0.36471  0.31204
O  0.92779  0.92719  2.51853
H  0.46355  0.09389  2.67597
H  1.31308  1.15347  3.37191
O  -0.12168  -0.52166  -3.16668
H  -1.07088  -0.66568  -3.24945
H  0.26451  -0.96880  -3.92830
O  -1.76892  -0.25135  1.27455
H  -2.30581  0.18194  0.60499
H  -0.85477  -0.06269  1.00853


Unit: kcal/mol. Relative energies: run one 8.6; run two 0.0.